Record 1
Density functional theory data (ωB97M-V/def2-TZVPD) for the molecule C4H8N2O.

Total energy ... -9301.35494 eV
HOMO level ... -9.830 eV

```
15
Properties=species:S:1:pos:R:3:forces:R:3:lowdin_charge:R:1
C -1.025035 -1.007345 0.665340 -0.0365 -0.0255 0.0225 -0.0367
C -0.166276 0.097679 0.102135 -0.3899 -0.2835 -0.1457 -0.4238
C -0.687044 0.923892 -1.019817 -0.0327 -0.0422 -0.2683 -0.1330
N -0.603502 1.541402 0.277660 -0.0819 0.1039 0.1820 0.0604
C 1.506957 -0.507604 -0.365295 0.1900 -0.2698 -0.2045 -0.5263
O 1.475997 -1.385425 -1.169810 -0.0118 0.4727 0.4263 0.1180
N 2.246939 0.228167 0.414493 0.0283 -0.1557 -0.1625 0.1043
H -2.091325 -0.775901 0.549426 0.1399 0.0022 0.0080 0.0832
H -0.826817 -1.944901 0.136188 -0.0093 0.1439 0.0673 0.0857
H -0.823288 -1.165254 1.729846 -0.0227 0.0250 -0.1288 0.0864
H -0.003079 1.316865 -1.768704 -0.0780 -0.0639 0.1336 0.1169
H -1.663939 0.629353 -1.401030 0.1400 0.0384 0.0869 0.1187
H -1.504577 1.521405 0.753755 0.0954 -0.0013 -0.0426 0.0988
H 0.911426 0.457332 0.724078 0.1449 0.0253 0.0163 0.1635
H 3.253564 0.070342 0.371732 -0.0758 0.0304 0.0095 0.0840
```
Positions in Å, forces in eV/Å.

Record 2
Density functional theory data (ωB97M-V/def2-TZVPD) for a structure of composition C4H3FO.

Total energy ... -8953.58514 eV
HOMO level ... -9.244 eV

```
9
Properties=species:S:1:pos:R:3:forces:R:3:lowdin_charge:R:1
C -2.088594 -0.373378 -1.441161 2.5330 -1.6099 1.3335 0.0738
C 0.763305 -0.276836 0.566730 -6.0073 -3.2662 -3.0766 -0.2144
C -0.861015 -0.237171 -0.500375 -0.5830 1.7460 1.3250 -0.1276
C 1.562055 0.670478 0.388773 1.2077 2.3802 -0.2556 0.0683
O -1.661570 0.704684 -0.194415 1.2833 -1.2300 0.2739 -0.0538
F 0.965794 -1.400954 1.229076 -0.3413 0.4327 -0.0932 0.0907
H -2.570140 -1.267325 -0.912268 -0.0283 1.0453 -0.2411 0.0251
H 2.371097 0.602458 0.998422 2.7453 -0.1892 1.6398 0.0570
H 1.519067 1.578044 -0.134782 -0.8094 0.6912 -0.9057 0.0808
```
Positions in Å, forces in eV/Å.

Record 3
Density functional theory data (ωB97M-V/def2-TZVPD) for the molecule C6H15NO.

Total energy ... -10001.29726 eV
HOMO level ... -8.869 eV
SMILES ... CC(C)NCCCO

```
23
Properties=species:S:1:pos:R:3:forces:R:3:lowdin_charge:R:1
C -0.759106 -1.325267 0.954480 -1.4896 0.0625 0.5426 -0.1772
C 0.362403 -1.805134 1.882117 0.8032 -0.3968 -0.5489 -0.2320
O 0.454321 -3.237846 1.742771 -0.4546 -0.0150 -0.5522 -0.1072
C -0.583792 -0.731278 -0.447676 -0.7986 -0.0120 -0.8440 -0.2486
N 0.293503 0.414793 -0.533210 0.3014 0.7986 -0.0906 -0.0517
C 0.599657 2.849194 -0.137582 -1.2819 0.9868 0.0376 -0.0668
C -0.237728 1.768508 -0.854389 2.0630 0.1655 -1.0978 -0.3968
C -0.067672 1.994951 -2.392952 -0.9608 -0.2950 0.5566 -0.0665
H -1.497033 -0.626165 1.367925 0.6090 0.0612 0.8074 0.1099
H -1.405548 -2.212580 0.849816 -0.0819 0.1538 -0.2061 0.1050
H 0.323136 -1.636246 2.973604 -0.6442 0.4260 -0.6233 0.1174
H 1.316923 -1.404923 1.539543 0.0728 0.2977 0.0214 0.1011
H -0.170757 -3.433179 1.021631 0.6440 -0.3626 0.5424 0.0646
H -0.332501 -1.429823 -1.256129 0.3648 -0.3450 0.5188 0.1151
H -1.635395 -0.474786 -0.724958 0.5457 0.1535 0.0456 0.1195
H 0.952442 0.273021 -1.292185 0.1332 -0.3890 0.5063 0.0986
H 1.257441 2.424931 0.594109 0.2243 -0.1677 0.4522 0.0618
H 1.160611 3.465493 -0.828603 0.4620 -0.2412 -0.3098 0.0554
H -0.056986 3.618738 0.311592 0.1855 -0.5464 0.2942 0.0761
H -1.277198 1.897940 -0.630938 -0.6075 -0.4217 0.4246 0.1180
H -0.153260 1.030259 -2.865942 -0.3777 -0.3313 -0.4823 0.0623
H 0.875894 2.404723 -2.731543 0.2806 0.2242 0.3794 0.0694
H -0.878149 2.630769 -2.732435 0.0072 0.1938 -0.3743 0.0726
```
Positions in Å, forces in eV/Å.

Record 4
Density functional theory data (ωB97M-V/def2-TZVPD) for the molecule C5H5NO.

Total energy ... -8799.60670 eV
HOMO level ... -10.012 eV
SMILES ... N#C[C@H]1O[C@H]2C[C@H]21

```
12
Properties=species:S:1:pos:R:3:forces:R:3:lowdin_charge:R:1
N -2.472027 0.502822 -0.369994 -0.1421 0.0212 1.6129 0.1641
C -1.769049 0.401339 0.548415 -0.1177 0.3489 -1.3981 -0.1515
C -0.466581 0.161148 1.206957 0.7724 0.9818 -0.8840 -0.1768
O -0.099611 -1.192704 0.978493 -0.0429 0.1061 -0.0839 -0.0603
C 0.834202 -0.856183 -0.034917 0.1946 -0.3011 -0.5530 -0.2619
C 0.300085 -0.023069 -1.208138 0.3936 -0.1808 0.4665 -0.0556
C 0.811555 0.628560 0.066885 -0.9975 -0.1116 1.0628 -0.0521
H -0.496698 0.424996 2.286742 0.5280 0.0485 -0.8622 0.1447
H 1.658891 -1.557551 -0.061527 0.0714 0.2130 -0.3835 0.1452
H 0.842690 -0.004566 -2.165963 0.2741 0.1427 0.9029 0.1177
H -0.758421 0.112688 -1.364394 0.0607 -0.4687 -0.2290 0.0524
H 1.614962 1.402522 0.117441 -0.9946 -0.8002 0.3487 0.1339
```
Positions in Å, forces in eV/Å.

Record 5
Density functional theory data (ωB97M-V/def2-TZVPD) for a cluster of 3 separate species, C4H13NO2 in total.

Total energy ... -9943.55994 eV
HOMO level ... -9.019 eV
SMILES ... C1CCNC1.O.O

```
20
Properties=species:S:1:pos:R:3:forces:R:3:lowdin_charge:R:1
N -0.159554 1.230212 0.777494 0.0800 -0.5304 0.1953 -0.0876
C -1.258833 0.349688 1.279080 1.4735 0.3426 -0.0575 -0.1910
C -1.454218 -0.728922 0.243344 -0.3028 0.3123 -0.9009 -0.1645
C -0.900939 -0.122787 -1.080216 0.0275 -1.4508 0.4797 -0.1659
C -0.012754 1.052061 -0.668940 -0.7413 0.1756 -0.6705 -0.2060
H -0.355089 2.190984 1.016428 0.0315 0.0166 -0.0743 0.1066
H -0.958710 -0.058390 2.233654 -0.0493 -0.1206 0.3675 0.1024
H -2.106166 0.973924 1.416532 -1.1883 0.2654 0.1650 0.0959
H -0.981378 -1.665011 0.484342 0.4704 -0.1968 0.2703 0.1003
H -2.506304 -0.957273 0.105376 -0.2022 -0.0463 0.1330 0.1000
H -0.338152 -0.889364 -1.620973 0.1007 0.1516 0.1631 0.0796
H -1.752206 0.070455 -1.716378 -0.0972 0.8077 -0.2155 0.0950
H 1.016908 0.846316 -0.956464 0.1227 0.1425 0.1375 0.1004
H -0.374327 1.931850 -1.204375 0.3236 0.2108 -0.0422 0.1073
H 1.660461 0.872273 1.471174 -0.3269 -0.1235 0.2884 -0.0187
H 2.236759 0.409670 2.842832 -0.1838 0.0597 -0.0355 0.0177
O 2.462538 0.554524 1.922069 0.4434 0.0033 -0.1687 -0.0862
H 1.984955 -1.352321 -2.576064 0.1578 -0.0246 0.4153 0.0400
H 1.749286 -2.774679 -2.168634 0.0878 -0.0426 0.2640 0.0370
O 2.047722 -1.933203 -1.800282 -0.2270 0.0475 -0.7143 -0.0621
```
Positions in Å, forces in eV/Å.

Record 6
Density functional theory data (ωB97M-V/def2-TZVPD) for the ion C4H10NO2S with charge +1.

Total energy ... -20721.61640 eV
HOMO level ... -13.402 eV
SMILES ... C=[NH+]C[C@@H](O)[C@@H](O)S
Charge ... +1

```
18
Properties=species:S:1:pos:R:3:forces:R:3:lowdin_charge:R:1
C -0.887061 -0.566577 0.646319 0.0086 -1.8344 -0.0603 -0.0979
C -2.569423 0.964948 -0.235019 2.9895 -0.7423 -1.3521 0.1880
C 0.569051 -0.936514 0.213980 -1.1764 1.1525 2.3308 -0.4027
C 1.564437 0.201823 0.559330 -1.5607 -0.0495 3.8063 -0.6285
N -1.466064 0.278012 -0.395277 -3.1695 1.7017 0.1027 -0.0507
O 0.478147 -1.114524 -1.127524 -2.2444 0.5403 -0.9136 0.0062
O 2.819694 -0.223049 0.211204 0.3401 0.3962 -1.1680 -0.0131
S 0.842178 1.751046 -0.186324 1.1247 0.9666 3.1383 0.9078
H -1.531265 -1.469835 0.461794 0.9192 0.2573 0.8492 0.1640
H -0.941611 -0.262473 1.735991 -0.2630 0.2754 -1.5974 0.1719
H -2.849206 0.859052 0.765566 -1.3684 0.7125 1.3309 0.0987
H -2.982153 1.653657 -1.009368 0.2157 -1.0608 0.6705 0.1482
H 0.753859 -1.852726 0.767050 0.6489 -0.2020 0.0244 0.1633
H 1.586972 0.380106 1.734300 -0.5165 -0.2465 -2.1980 0.1602
H -1.099217 0.077195 -1.320574 0.4508 0.3054 -0.1255 0.1473
H 1.243272 -1.484410 -1.463596 2.5771 -1.2685 -1.2115 0.0964
H 3.311746 0.539599 -0.106895 0.4728 0.0114 0.0322 0.1095
H 1.156638 1.204672 -1.250958 0.5515 -0.9154 -3.6588 -0.1685
```
Positions in Å, forces in eV/Å.

Values for frontier orbital gap, eV, ordered as above
10.8 9.5 9.8 10.9 9.8 8.4
Values for relative energy (zero: lowest compared OMol25 entry of this formula, charge and spin), kcal/mol, ordered as above
116.2 155.5 56.7 87.9 14.7 55.3